12
Properties=species:S:1:pos:R:3 method="wB97M-V/def2-TZVPD" total_charge=-1 e_above_lowest_kcal_mol=42.1 gap_ha="0.244 / 0.244" smiles="C=C[P@@](=C)([O-])O" total_energy_ev=-16592.444 homo_energy_ha="-0.0903 / -0.0903"
C -1.462 -1.402 0.505
C -0.412 -0.936 -0.186
P 0.722 0.459 0.257
C 0.229 1.884 -0.497
O 0.994 0.416 1.736
O 2.084 0.081 -0.602
H -2.204 -1.968 0.075
H -1.458 -1.308 1.581
H -0.277 -0.971 -1.248
H -0.614 2.258 0.026
H 0.149 2.207 -1.506
H 2.249 -0.721 -0.138